# 1
Molecular formula: C40H38BrFeNO2Sb2
Method: DFT, the ωB97M-V functional and the def2-TZVPD basis

```
85
Properties=species:S:1:pos:R:3:forces:R:3:lowdin_charge:R:1
Fe 0.56349 0.32285 0.43186 -0.558 -0.111 2.456 0.17
O -5.25614 2.79652 1.96899 -0.135 -0.053 -0.076 0.14
C -3.97925 2.46937 1.83231 0.372 -0.066 -0.006 -0.29
C -2.93449 3.02081 2.58050 -0.058 0.047 0.036 0.04
C -1.64401 2.59362 2.34778 -0.039 0.101 0.046 -0.11
N -1.32731 1.67572 1.42964 0.159 -0.208 -0.134 -0.03
C -2.33861 1.18647 0.73501 0.007 0.126 0.297 -0.66
Br -1.74389 -0.10284 -0.53203 -0.514 -0.231 -0.428 0.99
C -3.66231 1.50251 0.86856 -0.232 0.011 -0.107 0.01
H -5.40098 3.47263 2.64223 0.042 0.035 0.040 0.14
H -3.13065 3.77719 3.32925 0.027 -0.011 0.013 0.13
H -0.81956 3.00504 2.91729 -0.075 0.035 0.023 0.12
H -4.44181 1.05482 0.26856 0.031 -0.008 -0.009 0.14
C 0.86813 1.54622 -2.71512 0.503 -0.487 0.358 -0.34
C 1.41044 0.29546 -3.39180 -0.125 0.093 -0.119 -0.36
C 0.94758 -1.03350 -2.80200 0.163 -0.161 0.134 -0.35
Sb 1.97865 -1.32180 -0.91694 0.243 -1.353 -1.463 1.54
C 1.41744 -3.24352 -0.14507 0.280 0.321 -0.125 -0.37
C 2.35770 -4.24628 0.06771 0.016 0.012 -0.109 -0.14
C 1.97793 -5.43580 0.67439 0.035 -0.037 0.045 -0.06
C 0.67845 -5.60491 1.12831 0.010 0.023 0.023 -0.06
C -0.24850 -4.58480 0.96463 -0.049 0.009 -0.021 -0.07
C 0.11752 -3.41145 0.32185 -0.003 -0.032 -0.099 -0.15
C 3.82611 -1.63381 -1.96249 -0.162 0.162 0.469 -0.35
C 4.74222 -0.60361 -2.14788 0.020 0.060 0.041 -0.14
C 5.92329 -0.83608 -2.83864 -0.010 -0.012 -0.042 -0.06
C 6.17949 -2.09138 -3.37020 0.002 0.016 0.010 -0.05
C 5.23979 -3.10364 -3.23773 0.030 -0.011 -0.037 -0.06
C 4.06571 -2.87930 -2.53356 -0.127 -0.059 0.033 -0.13
Sb 1.44764 2.40225 -0.69712 0.642 2.111 -0.959 1.48
C 3.17905 3.54242 -1.26347 -0.391 -0.034 0.126 -0.38
C 3.43509 3.87023 -2.58921 -0.052 -0.125 -0.026 -0.12
C 4.46732 4.74692 -2.89222 0.037 0.041 -0.016 -0.06
C 5.22657 5.30823 -1.87671 0.013 -0.005 -0.012 -0.06
C 4.97515 4.97242 -0.55363 0.001 0.023 -0.005 -0.06
C 3.94624 4.09774 -0.24225 -0.012 -0.060 0.017 -0.13
C 2.52843 1.51920 1.08634 -0.245 -0.249 -0.536 -0.46
C 3.76317 0.87391 1.02284 0.169 0.013 0.192 -0.15
C 4.46613 0.59261 2.18174 0.029 0.011 -0.141 -0.05
C 3.95093 0.96531 3.41946 -0.074 0.063 -0.007 -0.04
C 2.73774 1.62983 3.48795 0.022 0.052 0.152 -0.06
C 2.02770 1.91044 2.32544 -0.010 0.175 -0.199 -0.15
H -0.21740 1.48387 -2.62805 0.003 0.088 0.157 0.02
H 1.09475 2.41934 -3.33056 0.013 0.109 0.172 0.04
H 2.50141 0.32633 -3.45344 -0.023 0.010 -0.039 0.09
H 1.04608 0.33672 -4.42522 0.102 -0.030 -0.019 0.13
H 1.25222 -1.85247 -3.45300 -0.073 -0.046 0.035 0.07
H -0.13560 -1.07182 -2.68428 -0.017 -0.016 -0.033 0.03
H 3.38592 -4.11058 -0.24561 -0.016 -0.058 0.001 0.09
H 2.70085 -6.23288 0.78897 0.012 0.019 0.055 0.12
H 0.38785 -6.52811 1.61113 0.002 -0.006 -0.007 0.11
H -1.26201 -4.70520 1.32536 -0.002 -0.032 -0.025 0.11
H -0.62655 -2.63820 0.17495 -0.033 0.007 0.045 0.04
H 4.54376 0.40028 -1.79027 0.034 -0.011 0.033 0.08
H 6.64011 -0.03468 -2.95912 -0.011 0.007 -0.033 0.12
H 7.10526 -2.27633 -3.89787 -0.011 -0.004 -0.019 0.12
H 5.42045 -4.07249 -3.68385 -0.003 -0.009 0.016 0.12
H 3.33437 -3.67395 -2.44458 0.054 -0.022 -0.018 0.10
H 2.84974 3.45110 -3.39727 0.013 0.033 0.000 0.09
H 4.66868 5.00136 -3.92417 -0.011 -0.005 -0.003 0.12
H 6.00893 6.01583 -2.11564 0.032 -0.037 -0.004 0.12
H 5.57233 5.40286 0.23913 -0.011 0.007 0.005 0.12
H 3.74923 3.85207 0.79388 0.019 0.031 0.007 0.09
H 4.21778 0.63452 0.07343 -0.060 -0.121 -0.013 0.07
H 5.42224 0.08943 2.11267 0.025 0.051 0.039 0.12
H 4.51051 0.76128 4.32276 -0.027 -0.037 0.010 0.12
H 2.34488 1.95075 4.44478 0.014 -0.017 0.007 0.12
H 1.09171 2.45537 2.38064 0.058 -0.037 0.007 0.07
C -0.76675 -0.74937 4.12836 -0.112 0.120 -0.084 0.03
C 0.44641 -1.09809 3.32553 -0.216 0.017 0.119 -0.32
O 0.51698 -0.69494 2.15440 0.084 -0.121 -0.188 -0.10
C 1.50928 -1.90514 3.90845 0.265 -0.125 -0.106 -0.15
C 2.57570 -2.31082 3.09681 -0.073 0.035 -0.036 -0.01
C 3.58175 -3.10533 3.60393 0.060 -0.045 0.034 -0.04
C 3.55822 -3.47459 4.94475 -0.095 0.010 -0.031 -0.03
C 2.51608 -3.06209 5.76588 0.057 -0.031 0.114 -0.04
C 1.48734 -2.29573 5.25252 -0.109 0.066 -0.049 0.00
H -1.45490 -0.17826 3.50889 0.002 -0.033 0.033 0.08
H -0.49044 -0.15146 4.99884 0.038 -0.035 0.019 0.11
H -1.26382 -1.64937 4.49195 0.041 -0.018 0.014 0.11
H 2.59496 -2.00170 2.06223 -0.014 -0.002 -0.025 0.08
H 4.38435 -3.44732 2.96378 0.006 0.046 -0.007 0.12
H 4.34552 -4.09611 5.35020 0.018 0.018 -0.001 0.12
H 2.51002 -3.34524 6.80947 -0.038 -0.021 -0.010 0.12
H 0.66972 -2.00618 5.89949 0.019 0.017 -0.002 0.12
```
Forces are in eV/Å.

Summary:
charge: +2
M: 944.018 g mol⁻¹
expectation value of S²: 6.025
ΔE to the lowest compared entry with this formula, charge and spin: 0.000 eV
HOMO (alpha / beta): -0.4765 / -0.4815 Eh
calculated total energy: -165170.589 eV
F_max: 2.52 eV/Å
2S+1: 5

---

# 2
Molecular formula: C22H19Br2Cl3N3O2S3SiW
Method: DFT, the ωB97M-V functional and the def2-TZVPD basis

```
56
Properties=species:S:1:pos:R:3:forces:R:3:lowdin_charge:R:1
W -0.08626 1.29795 0.16378 0.023 -0.111 -0.033 0.64
Br -4.80371 1.17266 -2.32094 0.001 -0.002 -0.004 0.87
C -3.19304 0.39800 -2.88086 -0.003 -0.007 -0.013 -0.59
C -3.14018 -0.32119 -4.09141 -0.002 0.010 0.017 -0.14
C -1.96548 -0.86998 -4.51346 0.000 -0.005 -0.008 -0.60
Br -1.94240 -1.82419 -6.13863 0.003 -0.003 -0.004 0.84
C -0.77552 -0.73416 -3.75090 0.010 -0.005 -0.006 -0.16
C 0.47991 -1.26748 -4.11541 -0.016 0.002 0.002 0.00
C 1.55550 -1.07788 -3.29738 0.005 0.007 0.013 -0.01
C 1.39389 -0.35892 -2.10441 -0.013 0.011 -0.009 -0.16
N 0.24310 0.16610 -1.73194 0.019 -0.018 -0.004 -0.08
C -0.84913 -0.01510 -2.54126 0.005 -0.007 0.008 -0.13
C -2.07043 0.54648 -2.11812 0.002 -0.004 0.025 -0.37
O -2.08301 1.22445 -0.93287 -0.009 0.005 -0.022 -0.41
H -4.03974 -0.42698 -4.68034 -0.003 0.000 -0.002 0.11
H 0.57343 -1.82179 -5.03867 0.001 -0.003 -0.004 0.09
H 2.52965 -1.47231 -3.54627 0.005 -0.001 0.001 0.12
H 2.23128 -0.20731 -1.43374 0.001 0.000 -0.003 0.08
S 2.04703 0.60278 1.21545 0.100 -0.067 -0.118 0.63
C 2.04076 0.27546 2.90784 0.066 0.063 0.095 -0.62
N 1.10495 0.78225 3.72985 -0.053 -0.156 0.011 0.05
C 1.08806 0.59572 5.06661 0.013 -0.009 -0.022 -0.04
C 2.07524 -0.12220 5.67238 0.006 -0.007 -0.006 -0.04
C 3.07904 -0.67344 4.86139 -0.020 0.009 0.022 -0.03
C 3.06209 -0.48551 3.50270 0.007 0.054 -0.026 -0.07
H 0.30186 1.25132 3.29336 -0.073 0.087 -0.050 -0.03
H 0.25475 1.04133 5.58977 0.005 0.014 0.004 0.14
H 2.06697 -0.26353 6.74177 0.006 0.001 0.006 0.12
H 3.87280 -1.25514 5.31102 0.002 -0.003 0.002 0.12
H 3.82743 -0.90207 2.86466 0.002 0.000 -0.001 0.11
C -2.28482 -4.87547 0.98695 0.002 0.008 -0.001 -0.03
C -1.78383 -3.47316 0.82916 -0.007 0.002 0.000 -0.24
C -2.63385 -2.37675 0.88955 0.013 -0.014 0.000 0.01
C -2.13396 -1.10004 0.72717 -0.005 0.006 -0.016 -0.14
N -0.83583 -0.85249 0.49701 -0.028 0.044 0.037 -0.09
C -0.00859 -1.90813 0.43773 0.033 -0.002 -0.004 -0.13
C -0.43519 -3.20642 0.60053 -0.013 0.007 0.003 0.00
H -3.29424 -4.89456 1.39174 -0.004 0.000 0.001 0.08
H -1.63193 -5.45028 1.64308 0.002 -0.002 0.001 0.09
H -2.29850 -5.37818 0.01809 0.000 -0.001 -0.002 0.10
H -3.69239 -2.50423 1.07128 -0.004 0.000 0.000 0.13
H -2.78712 -0.24223 0.78776 0.021 -0.016 -0.005 0.08
H 1.03678 -1.68839 0.26970 -0.018 0.002 0.001 0.07
H 0.28816 -4.00948 0.55055 0.006 -0.002 -0.001 0.12
C 3.46158 4.94978 -1.13294 -0.015 -0.004 0.020 -0.05
O 2.53409 4.81431 -0.03916 -0.015 -0.001 -0.006 -0.15
C 1.73996 3.77645 -0.03497 -0.005 0.013 -0.027 -1.21
S 0.59706 3.58139 1.18561 0.051 -0.035 0.092 0.62
S 1.69573 2.55870 -1.18919 0.022 0.008 -0.016 0.66
H 3.99493 5.87431 -0.94451 0.003 0.000 -0.002 0.10
H 2.91598 5.00539 -2.07392 0.003 0.002 -0.007 0.09
H 4.14689 4.10363 -1.14131 0.007 -0.003 -0.006 0.09
Cl -1.44397 3.68168 -2.65100 -0.008 -0.012 0.000 0.37
Si -1.55895 2.90252 -0.76125 -0.030 0.101 -0.031 -0.47
Cl -1.44151 1.52257 2.21835 -0.083 0.033 0.102 0.11
Cl -3.02532 3.93376 0.18002 -0.016 0.012 -0.002 0.35
```
Forces are in eV/Å.

Summary:
charge: +1
M: 931.707 g mol⁻¹
ΔE to the lowest compared entry with this formula, charge and spin: 0.000 eV
HOMO: -0.3600 Eh
calculated total energy: -251550.801 eV
F_max: 0.17 eV/Å

---

Q: Which of these has the lowest calculated total energy?
A: C22H19Br2Cl3N3O2S3SiW

---

Q: ΔE to the lowest compared entry with this formula, charge and spin of number 1 (C40H38BrFeNO2Sb2)?
A: 0.000 eV